# 1
C12H21Cl3GeN2OSiTc as an isolated structure at a distorted geometry. Source: the Open Molecules 2025 dataset; level of theory: the ωB97M-V functional and the def2-TZVPD basis.

For the LUMO energy (spin up / spin down), the calculation gives -7.96 / -8.07 eV. The HOMO energy (spin up / spin down) is -15.950 / -15.836 eV. As for the energy relative to the best compared isomer or geometry (same formula, charge and spin): 0.00 kJ/mol. Its expectation value of S² is 0.76. Its orbital gap (spin up / spin down) is 0.2936 / 0.2855 hartree.

Structure (ORCA input):
```
! RIJCOSX wB97M-V def2-TZVPD def2/J DEFGRID3
* xyz 2 2
Tc 0.133 -0.361 0.013
C 4.105 0.269 -1.318
C 2.654 0.233 -1.655
O 1.880 -0.598 -1.103
N 2.150 1.067 -2.548
C 0.736 1.041 -2.916
C -0.110 1.924 -2.032
C -0.422 3.191 -2.493
C -1.221 4.037 -1.743
C -1.713 3.562 -0.543
C -1.368 2.290 -0.139
N -0.571 1.463 -0.839
H 4.377 -0.646 -0.801
H 4.286 1.116 -0.651
H 4.721 0.397 -2.207
H 2.766 1.728 -3.001
H 0.391 0.006 -2.896
H 0.656 1.386 -3.944
H -0.040 3.506 -3.455
H -1.460 5.031 -2.095
H -2.359 4.157 0.087
H -1.752 1.914 0.792
Cl -2.155 0.975 3.066
Si -0.994 -0.341 2.093
Cl -0.648 -1.840 3.381
Cl 1.103 0.835 1.777
C 0.884 -3.029 0.547
Ge -0.424 -2.946 -0.931
C 0.365 -2.879 -2.715
C -1.840 -4.278 -0.782
C -1.593 -1.202 -0.537
H 1.599 -3.812 0.285
H 0.405 -3.297 1.480
H 1.520 -2.146 0.731
H 0.668 -3.891 -2.987
H 1.248 -2.248 -2.762
H -0.367 -2.554 -3.454
H -1.392 -5.252 -0.985
H -2.623 -4.100 -1.516
H -2.272 -4.300 0.217
H -2.418 -1.591 0.056
H -2.047 -0.759 -1.429
*
```

---

# 2
A 2-piece molecular cluster, C12H21ClF6NO5P overall at a distorted geometry. Source: the Open Molecules 2025 dataset; level of theory: the ωB97M-V functional and the def2-TZVPD basis.

For the LUMO energy, the calculation gives -0.55 eV. The HOMO energy is -8.648 eV. Its structure (SMILES) is C[PH2](Cl)C(=O)C(F)(F)C(F)(F)C(F)(F)C(=O)O.COCCNCCOC. Its orbital gap is 0.2977 hartree.

Structure (ORCA input):
```
! RIJCOSX wB97M-V def2-TZVPD def2/J DEFGRID3
* xyz 0 1
C -1.101 4.467 2.827
P -2.289 3.106 2.935
Cl -3.489 3.828 1.215
C -1.461 2.357 4.544
O -1.542 3.032 5.557
C -0.755 0.953 4.813
F 0.599 1.117 4.879
F -1.201 0.565 6.030
C -1.041 -0.262 3.891
F -2.379 -0.222 3.652
F -0.754 -1.379 4.597
C -0.272 -0.444 2.502
F 0.445 -1.602 2.582
F -1.209 -0.565 1.539
C 0.738 0.623 2.019
O 0.396 1.466 1.213
O 1.975 0.478 2.454
H -1.633 5.331 2.463
H -0.336 4.199 2.118
H -0.659 4.645 3.797
H -2.205 1.922 2.220
H -3.403 3.330 3.732
H 2.068 -0.282 3.039
C 0.631 -3.493 -5.282
O -0.154 -3.244 -4.134
C 0.424 -3.687 -2.914
C 0.776 -2.518 -2.024
N 1.872 -1.740 -2.582
C 2.162 -0.500 -1.872
C 1.092 0.583 -1.847
O 0.837 1.172 -3.106
C -0.127 0.519 -3.908
H 0.030 -3.220 -6.147
H 1.553 -2.901 -5.293
H 0.895 -4.552 -5.360
H 1.310 -4.297 -3.111
H -0.314 -4.312 -2.404
H 1.083 -2.903 -1.046
H -0.140 -1.927 -1.876
H 1.663 -1.525 -3.548
H 3.060 -0.066 -2.318
H 2.416 -0.754 -0.837
H 1.457 1.390 -1.208
H 0.155 0.231 -1.399
H -0.897 0.038 -3.299
H 0.321 -0.231 -4.568
H -0.600 1.276 -4.533
*
```

---

# 3
C12H21F3NO5S4 as an isolated structure. Source: the Open Molecules 2025 dataset; level of theory: the ωB97M-V functional and the def2-TZVPD basis.

For the LUMO energy, the calculation gives -4.09 eV. The HOMO energy is -12.675 eV. Its orbital gap is 0.3156 hartree.

Structure (ORCA input):
```
! RIJCOSX wB97M-V def2-TZVPD def2/J DEFGRID3
* xyz 1 1
C 1.531 -0.421 -4.785
O 2.528 -0.981 -3.915
C 2.460 -2.305 -3.650
S 0.863 -2.706 -2.765
N 1.317 -3.033 -1.202
C 0.857 -2.167 -0.412
S 0.340 -1.120 0.553
C 0.504 -4.402 -3.431
F -0.614 -4.811 -2.893
F 1.467 -5.254 -3.185
F 0.364 -4.215 -4.731
H 0.881 0.223 -4.199
H 2.041 0.177 -5.534
H 0.962 -1.198 -5.296
H 3.235 -2.574 -2.933
H 2.520 -2.963 -4.522
C 2.159 3.506 -0.108
C 1.490 4.704 -0.795
C 0.523 4.148 -1.847
S 0.001 2.535 -1.246
O 0.485 1.503 -2.143
O -1.388 2.565 -0.881
C 1.029 2.536 0.223
H 2.700 3.803 0.788
H 2.870 3.033 -0.788
H 0.936 5.285 -0.056
H 2.221 5.368 -1.253
H -0.365 4.761 -1.975
H 1.007 3.993 -2.809
H 1.365 1.523 0.425
H 0.413 2.897 1.046
C -2.340 -2.113 4.890
C -3.175 -0.922 5.379
C -2.613 0.338 4.708
S -1.910 -0.200 3.144
O -0.475 0.004 3.164
O -2.677 0.295 2.031
C -2.230 -1.949 3.377
H -2.798 -3.065 5.153
H -1.346 -2.083 5.340
H -4.217 -1.061 5.087
H -3.147 -0.828 6.462
H -3.374 1.083 4.494
H -1.807 0.786 5.285
H -1.421 -2.521 2.929
H -3.172 -2.172 2.877
*
```

---

# 4
A 3-piece molecular cluster, C12H21N3O2P overall. Source: the Open Molecules 2025 dataset; level of theory: the ωB97M-V functional and the def2-TZVPD basis.

For the LUMO energy, the calculation gives 2.94 eV. The HOMO energy is -3.491 eV. Its orbital gap is 0.2363 hartree.

Structure (ORCA input):
```
! RIJCOSX wB97M-V def2-TZVPD def2/J DEFGRID3
* xyz -1 1
C 3.847 0.043 1.750
O 3.525 1.298 2.291
C 2.379 1.906 1.703
C 1.157 1.029 1.477
C -0.086 1.908 1.419
N -1.265 1.252 0.885
P -1.966 0.230 1.870
O -1.403 -0.036 3.235
H 4.888 -0.172 1.935
H 3.262 -0.747 2.213
H 3.642 0.001 0.683
H 2.076 2.681 2.395
H 2.656 2.398 0.767
H 1.079 0.334 2.301
H 1.217 0.483 0.546
H -0.233 2.376 2.396
H 0.170 2.714 0.724
H -2.080 -0.999 1.165
H -3.315 0.658 2.059
N 3.652 0.937 -2.240
C 4.530 0.191 -2.976
C 3.887 -0.204 -4.119
C 2.568 0.324 -4.065
C 2.456 1.023 -2.893
H 3.852 1.352 -1.347
H 5.531 0.007 -2.626
H 4.313 -0.808 -4.903
H 1.791 0.201 -4.799
H 1.629 1.566 -2.467
N -5.106 -2.122 1.164
C -5.857 -1.212 0.476
C -5.966 -1.647 -0.817
C -5.251 -2.871 -0.912
C -4.732 -3.135 0.328
H -4.855 -2.049 2.133
H -6.243 -0.333 0.963
H -6.494 -1.142 -1.608
H -5.126 -3.483 -1.789
H -4.127 -3.951 0.683
*
```